Entry 1:
This record from the OMol25 dataset describes a 7-piece molecular cluster, C62H77F8N3O6P overall at a distorted geometry. The level of theory is the ωB97M-V functional and the def2-TZVPD basis.

Summary:
Spin multiplicity: 1
LUMO energy: 0.0780 Eh
Charge: -1

Geometry (Å):
C  -1.871  0.988  2.838
C  -0.730  0.172  3.236
C  0.810  0.494  2.943
P  1.568  -0.637  1.540
C  0.648  -2.254  2.064
C  1.249  -3.591  1.379
O  0.981  -4.710  2.318
C  0.380  -3.942  0.055
N  0.822  -3.200  -1.172
N  3.135  -0.955  2.325
C  3.137  -1.799  3.493
O  3.664  -2.961  3.396
F  2.658  -1.464  4.801
C  4.256  -1.165  1.411
O  4.369  -2.023  0.514
F  5.400  -0.287  1.602
O  0.090  -0.235  0.650
C  0.337  0.806  -0.329
C  -0.267  0.570  -1.798
C  -1.885  0.707  -1.794
C  -2.601  -0.732  -1.924
C  -3.373  -1.160  -0.555
C  -4.558  -0.143  -0.156
C  -5.652  -0.771  0.839
C  -5.025  -1.317  2.236
C  -5.274  -0.192  3.362
C  -4.895  -0.649  4.866
C  -3.581  -1.584  4.976
C  -3.883  -3.107  5.410
C  -3.836  -4.170  4.199
C  -2.510  -4.094  3.285
C  -2.571  -5.380  2.280
C  -3.400  -5.011  0.917
C  1.950  1.131  -0.387
N  2.374  2.456  -0.942
C  1.780  3.446  -0.309
O  0.897  4.294  -0.012
O  2.362  0.847  0.993
H  -2.444  0.779  1.851
H  -2.173  1.849  3.535
H  -0.969  -0.811  3.813
H  1.483  0.559  3.870
H  0.824  1.556  2.471
H  1.876  -1.358  0.319
H  -0.406  -2.132  1.586
H  0.449  -2.339  3.189
H  2.378  -3.570  1.200
H  1.882  -5.014  2.576
H  -0.754  -3.729  0.197
H  0.432  -5.077  -0.198
H  0.017  -2.728  -1.627
H  1.132  -3.894  -1.883
H  -0.280  1.689  0.088
H  0.113  -0.385  -2.309
H  0.115  1.453  -2.451
H  -2.288  1.363  -2.650
H  -2.248  1.201  -0.813
H  -3.403  -0.682  -2.744
H  -1.861  -1.571  -2.227
H  -2.571  -1.123  0.285
H  -3.718  -2.268  -0.604
H  -4.108  0.783  0.372
H  -5.076  0.251  -1.120
H  -6.377  0.087  1.136
H  -6.328  -1.574  0.346
H  -3.893  -1.426  2.099
H  -5.452  -2.356  2.512
H  -6.421  0.007  3.369
H  -4.739  0.801  3.122
H  -5.786  -1.135  5.430
H  -4.665  0.331  5.449
H  -2.937  -1.128  5.830
H  -2.940  -1.494  4.024
H  -3.191  -3.398  6.294
H  -4.956  -3.135  5.849
H  -3.837  -5.231  4.680
H  -4.824  -4.112  3.602
H  -1.536  -4.079  3.901
H  -2.610  -3.159  2.625
H  -3.168  -6.196  2.835
H  -1.516  -5.785  2.026
H  -4.511  -4.874  1.175
H  -2.983  -3.998  0.527
H  -3.255  -5.839  0.125
H  2.535  0.394  -1.070
F  -1.603  -3.160  -3.338
C  -2.056  -3.468  -4.562
C  -2.540  -4.744  -4.808
C  -3.014  -5.061  -6.077
C  -2.988  -4.102  -7.088
C  -2.495  -2.826  -6.830
C  -2.031  -2.504  -5.558
H  -2.544  -5.479  -4.011
H  -3.402  -6.054  -6.279
H  -3.354  -4.352  -8.079
H  -2.471  -2.081  -7.619
H  -1.652  -1.513  -5.337
F  3.756  -6.211  1.231
C  4.456  -6.690  2.269
C  4.917  -7.998  2.234
C  5.648  -8.493  3.310
C  5.901  -7.679  4.412
C  5.429  -6.369  4.437
C  4.707  -5.869  3.358
H  4.703  -8.619  1.372
H  6.020  -9.513  3.289
H  6.468  -8.068  5.252
H  5.624  -5.737  5.298
H  4.340  -4.848  3.358
F  -0.976  3.120  5.184
C  0.072  3.903  4.887
C  0.922  4.315  5.902
C  2.012  5.124  5.595
C  2.233  5.520  4.278
C  1.370  5.104  3.267
C  0.286  4.286  3.571
H  0.729  4.004  6.922
H  2.688  5.446  6.381
H  3.082  6.155  4.040
H  1.542  5.417  2.242
H  -0.391  3.946  2.796
F  0.776  0.052  -4.755
C  1.652  -0.425  -5.651
C  1.367  -0.323  -7.004
C  2.279  -0.814  -7.934
C  3.459  -1.412  -7.499
C  3.732  -1.514  -6.137
C  2.827  -1.013  -5.208
H  0.439  0.139  -7.323
H  2.069  -0.732  -8.995
H  4.168  -1.800  -8.224
H  4.651  -1.984  -5.800
H  3.027  -1.076  -4.144
F  4.658  9.327  -3.243
C  4.338  8.127  -2.730
C  5.267  7.099  -2.770
C  4.938  5.858  -2.234
C  3.678  5.656  -1.674
C  2.750  6.694  -1.644
C  3.084  7.938  -2.170
H  6.240  7.273  -3.217
H  5.660  5.049  -2.252
H  3.420  4.686  -1.260
H  1.768  6.533  -1.211
H  2.377  8.760  -2.147
F  -2.589  9.001  -3.683
C  -1.541  9.786  -3.975
C  -0.697  10.202  -2.957
C  0.393  11.012  -3.261
C  0.619  11.406  -4.578
C  -0.238  10.986  -5.592
C  -1.321  10.167  -5.290
H  -0.894  9.892  -1.937
H  1.064  11.337  -2.473
H  1.467  12.042  -4.814
H  -0.062  11.297  -6.616
H  -1.994  9.823  -6.068

Results of the Löwdin charge analysis, in e, for atoms 1 through 99: -0.078, -0.145, -0.187, 0.638, -0.194, -0.316, -0.116, -0.203, -0.012, -0.047, -0.320, 0.031, 0.048, -0.336, 0.108, 0.015, -0.346, -0.281, -0.129, -0.170, -0.198, -0.203, -0.214, -0.211, -0.197, -0.216, -0.203, -0.212, -0.208, -0.226, -0.200, -0.237, -0.127, -0.308, 0.141, -0.173, 0.068, -0.292, 0.043, 0.044, 0.084, 0.080, 0.082, 0.070, 0.086, 0.084, 0.127, 0.064, 0.106, 0.123, 0.030, 0.067, 0.139, 0.100, 0.114, 0.106, 0.101, 0.101, 0.076, 0.097, 0.103, 0.097, 0.115, 0.098, 0.108, 0.075, 0.106, 0.105, 0.103, 0.101, 0.104, 0.111, 0.066, 0.108, 0.097, 0.106, 0.097, 0.122, 0.078, 0.090, 0.096, 0.067, 0.042, 0.072, 0.155, 0.037, -0.273, -0.013, -0.088, -0.104, -0.084, -0.009, 0.117, 0.102, 0.097, 0.103, 0.113, 0.068, -0.279

---

Entry 2:
This record from the OMol25 dataset describes a 2-piece molecular cluster, C2H3O2 overall at a distorted geometry. The level of theory is the ωB97M-V functional and the def2-TZVPD basis.

Summary:
Spin multiplicity: 1
Relative energy (zero: lowest compared OMol25 entry of this formula, charge and spin): 204.09 kJ/mol
LUMO energy (spin up / spin down): -0.2848 / -0.2848 Eh
Charge: +1

Geometry (Å):
C  0.239  0.667  1.342
C  -0.307  -0.474  -1.159
O  -1.144  -1.274  -1.262
O  -0.559  0.829  2.140
H  0.006  -0.089  -0.141
H  1.323  0.633  1.102
H  0.442  -0.291  -2.023

Löwdin analysis output, partial charges in e: 0.184, -0.069, 0.165, 0.334, 0.021, 0.194, 0.171

---

Entry 3:
This record from the OMol25 dataset describes C7H10FNRu as an isolated structure at a distorted geometry. The level of theory is the ωB97M-V functional and the def2-TZVPD basis.

Summary:
Spin multiplicity: 6
Relative energy (zero: lowest compared OMol25 entry of this formula, charge and spin): 137.33 kJ/mol
LUMO energy (spin up / spin down): 0.1536 / 0.1406 Eh
Charge: -1

Geometry (Å):
C  -0.433  0.882  -1.363
C  0.963  1.010  -1.080
C  1.102  1.835  0.100
C  -0.198  2.242  0.512
C  -1.140  1.721  -0.351
Ru  -0.165  -0.307  0.424
N  -1.981  -1.016  0.179
C  -0.193  -2.104  0.157
C  1.198  -1.608  0.050
H  2.078  2.115  0.564
H  1.767  0.586  -1.670
H  -0.403  2.909  1.371
H  -2.235  1.881  -0.367
H  -0.887  0.394  -2.222
H  1.550  -1.611  -0.959
H  -0.338  -2.773  0.995
H  -2.180  -1.458  1.157
H  1.836  -1.884  0.865
H  -0.462  -2.641  -0.738
F  0.119  -0.173  2.375

Löwdin analysis output, partial charges in e: -0.280, -0.262, -0.200, -0.235, -0.238, 1.332, -0.242, -0.512, -0.347, 0.096, 0.082, 0.098, 0.090, 0.090, 0.015, 0.056, -0.041, 0.025, 0.054, -0.581